No. 1
The following is a DFT calculation (ωB97M-V with the def2-TZVPD basis set) of a structure of composition C30H40N9O2ReSi.

The HOMO energy (spin up / spin down) comes out at -15.986 / -15.851 eV. As for the charge: +3. As for the spin multiplicity: 2. The lowest unoccupied orbital energy (spin up / spin down) comes out at -10.230 / -9.796 eV. For the orbital gap (spin up / spin down), the calculation gives 5.76 / 6.05 eV. The expectation value of S² is 0.762. For the energy relative to the best compared isomer or geometry (same formula, charge and spin), the calculation gives 46.22 kcal per mole.

```
83
Properties=species:S:1:pos:R:3:mulliken_charge:R:1
Re -0.511 -0.530 0.580 2.459
N -2.818 0.657 2.600 0.225
C -1.588 1.185 2.963 0.874
C -1.541 1.990 4.108 -1.175
C -0.363 2.623 4.437 -0.595
C 0.750 2.430 3.622 -0.982
C 0.634 1.569 2.556 -0.244
N -0.500 0.938 2.237 0.363
C -3.339 0.460 1.334 0.473
C -4.711 0.708 1.168 -1.073
C -5.297 0.573 -0.068 -0.557
C -4.491 0.187 -1.137 -0.844
C -3.163 -0.074 -0.902 -0.398
N -2.585 0.032 0.310 0.129
H -3.538 0.886 3.278 0.328
H -2.437 2.138 4.691 0.494
H -0.313 3.273 5.293 0.487
H 1.683 2.929 3.821 0.504
H 1.483 1.385 1.910 0.341
H -5.294 1.018 2.018 0.467
H -6.350 0.767 -0.205 0.484
H -4.894 0.080 -2.130 0.483
H -2.508 -0.407 -1.695 0.514
N 1.662 -0.324 -1.592 -0.225
C 1.199 0.793 -2.385 0.110
C 2.289 1.538 -3.172 -1.084
C 3.359 2.213 -2.289 -0.559
C 3.674 3.665 -2.678 -1.116
N 2.584 4.523 -2.247 0.118
C 2.626 5.788 -1.860 0.856
N 3.747 6.511 -1.877 -0.360
N 1.504 6.341 -1.389 -0.355
C 0.401 1.790 -1.459 0.285
O 0.374 2.977 -1.737 -0.930
O -0.195 1.255 -0.490 -0.696
H 2.644 -0.233 -1.361 0.313
H 1.492 -1.214 -2.044 0.074
H 0.429 0.433 -3.081 0.255
H 1.791 2.279 -3.797 0.511
H 2.773 0.823 -3.841 0.450
H 4.288 1.647 -2.351 0.433
H 3.034 2.212 -1.245 0.226
H 3.814 3.740 -3.762 0.262
H 4.605 3.962 -2.188 0.561
H 1.682 4.041 -2.174 0.184
H 4.600 6.146 -2.264 0.190
H 3.743 7.485 -1.616 0.210
H 0.636 5.830 -1.417 0.169
H 1.457 7.322 -1.166 0.203
N 1.583 -1.302 1.254 -0.372
C 1.431 -1.798 2.606 0.104
C 2.474 -1.929 3.489 -0.550
C 2.247 -2.442 4.777 -0.857
C 0.994 -2.847 5.155 -0.892
C -0.094 -2.744 4.262 0.330
C -1.404 -3.161 4.574 -0.627
C -2.386 -3.037 3.622 -1.270
C -2.094 -2.436 2.396 -0.014
N -0.894 -1.969 2.089 0.267
C 0.123 -2.176 2.980 0.648
H 1.847 -2.078 0.635 0.350
H 2.360 -0.639 1.218 0.342
H 3.477 -1.636 3.211 0.493
H 3.076 -2.529 5.462 0.452
H 0.820 -3.257 6.137 0.485
H -1.615 -3.576 5.546 0.531
H -3.387 -3.382 3.817 0.486
H -2.863 -2.344 1.638 0.618
C 0.755 -3.857 -4.140 -1.008
Si -0.900 -3.958 -3.188 0.017
C -1.276 -5.720 -2.546 -0.995
C -2.413 -3.347 -4.205 -1.022
C -0.785 -2.794 -1.734 -0.638
C -0.689 -1.972 -0.830 0.258
H 0.720 -4.472 -5.035 0.372
H 1.585 -4.220 -3.538 0.340
H 0.980 -2.841 -4.452 0.302
H -1.513 -6.373 -3.380 0.349
H -2.122 -5.702 -1.868 0.323
H -0.417 -6.125 -2.023 0.330
H -2.585 -4.015 -5.043 0.361
H -2.236 -2.347 -4.588 0.314
H -3.315 -3.332 -3.601 0.330
```

---

No. 2
The following is a DFT calculation (ωB97M-V with the def2-TZVPD basis set) of a structure of composition C30H41AsNO6P2SW.

The HOMO energy (spin up / spin down) comes out at -17.181 / -17.181 eV. As for the charge: +3. The lowest unoccupied orbital energy (spin up / spin down) comes out at -10.791 / -10.792 eV. For the orbital gap (spin up / spin down), the calculation gives 6.39 / 6.39 eV.

```
83
Properties=species:S:1:pos:R:3:mulliken_charge:R:1
W -0.054 -0.670 0.108 1.368
C 0.715 1.613 -2.930 -1.169
C 0.028 0.394 -3.550 0.722
C -0.638 0.710 -4.883 -1.520
P -1.069 -0.272 -2.198 0.112
C -2.133 -1.674 -2.805 0.381
C -1.338 -2.778 -3.497 -1.394
C -2.886 -2.159 -1.557 -1.286
C -2.340 0.978 -1.785 0.437
C -3.209 1.606 -2.674 -0.949
C -4.165 2.489 -2.197 -1.026
C -4.259 2.752 -0.838 -1.019
C -3.422 2.115 0.069 -0.504
C -2.475 1.209 -0.395 0.353
N -1.562 0.475 0.404 1.129
C -1.484 0.574 1.825 0.116
C -2.500 0.160 2.688 -0.216
C -2.270 0.178 4.055 -0.864
C -1.063 0.634 4.563 -0.986
C -0.057 1.076 3.715 -1.415
C -0.243 1.043 2.333 -0.124
P 1.005 1.472 1.011 1.721
C 0.483 3.204 0.472 1.267
C 1.578 3.885 -0.352 -1.496
C -0.004 4.115 1.590 -1.583
C 2.619 1.424 1.977 0.396
C 3.735 0.874 1.086 -1.274
C 3.028 2.745 2.622 -1.675
H 1.488 1.989 -3.598 0.629
H 1.183 1.331 -1.971 -0.075
H -0.004 2.415 -2.761 0.281
H 0.782 -0.398 -3.706 0.386
H -1.293 1.572 -4.810 0.372
H -1.204 -0.134 -5.268 0.372
H 0.131 0.953 -5.613 0.492
H -2.852 -1.247 -3.517 0.759
H -0.643 -3.266 -2.811 0.122
H -0.784 -2.399 -4.354 0.339
H -2.023 -3.540 -3.864 0.557
H -2.190 -2.390 -0.729 0.193
H -3.442 -3.067 -1.783 0.593
H -3.605 -1.411 -1.221 0.242
H -3.141 1.410 -3.732 0.511
H -4.836 2.975 -2.888 0.523
H -4.993 3.455 -0.475 0.492
H -3.513 2.311 1.128 0.596
H -3.449 -0.165 2.280 0.634
H -3.043 -0.159 4.725 0.546
H -0.905 0.658 5.629 0.543
H 0.853 1.468 4.142 0.485
H -0.374 2.988 -0.191 0.147
H 2.254 4.445 0.287 0.441
H 1.127 4.602 -1.035 0.429
H 2.167 3.185 -0.941 0.290
H 0.804 4.432 2.239 0.343
H -0.777 3.642 2.188 0.294
H -0.424 5.012 1.141 0.492
H 2.441 0.684 2.770 0.538
H 3.911 1.501 0.216 0.308
H 3.516 -0.147 0.755 0.053
H 4.665 0.845 1.649 0.533
H 3.400 3.455 1.891 0.372
H 3.828 2.550 3.331 0.472
H 2.215 3.200 3.179 0.314
O 2.434 -3.210 -2.127 -0.617
As 1.745 -2.422 -0.711 1.177
O 0.079 -2.499 -0.699 -0.786
O 1.723 -0.733 -0.942 -0.848
C 2.139 -3.795 0.727 0.194
C 3.039 -4.824 0.528 -0.600
C 3.062 -5.857 1.466 -0.640
C 2.202 -5.845 2.553 -0.796
C 1.316 -4.786 2.747 -0.626
C 1.265 -3.764 1.810 0.196
S 0.347 -2.258 2.162 1.746
O 0.179 -2.092 3.550 -0.676
O 1.248 -1.219 1.523 -0.649
O -0.893 -1.970 1.382 -0.570
H 2.440 -2.779 -3.005 0.359
H 3.704 -4.827 -0.330 0.528
H 3.774 -6.661 1.335 0.458
H 2.224 -6.656 3.268 0.467
H 0.682 -4.730 3.621 0.557
```

---

No. 3
The following is a DFT calculation (ωB97M-V with the def2-TZVPD basis set) of a structure of composition C30H41B3N2O3.

The HOMO energy comes out at -8.755 eV. The lowest unoccupied orbital energy comes out at 0.417 eV. For the orbital gap, the calculation gives 9.17 eV.

```
79
Properties=species:S:1:pos:R:3:mulliken_charge:R:1
C 2.236 -4.630 1.101 -0.717
N 2.450 -3.418 1.932 -0.404
C 2.580 -2.187 1.096 -0.739
B 1.164 -1.553 0.681 0.525
O 1.007 -0.150 0.919 -0.667
B 0.462 0.471 -0.220 1.080
O 0.183 -0.378 -1.323 -0.238
B -0.590 -1.430 -0.726 0.028
C -2.156 -1.462 -0.979 -0.964
C -2.876 -2.762 -0.517 -0.195
C -3.472 -2.704 0.909 -1.010
C -2.514 -2.155 1.983 0.346
N -3.028 -2.457 3.336 -0.729
O 0.134 -2.324 0.087 -0.337
H 2.562 -4.470 0.065 0.262
H 2.859 -5.437 1.507 0.295
H 1.167 -4.882 1.087 0.190
H 1.642 -3.274 2.522 0.290
H 3.136 -1.458 1.711 0.114
H 3.194 -2.405 0.210 0.437
H 0.201 1.621 -0.240 -0.265
H -2.290 -1.388 -2.074 0.366
H -2.646 -0.566 -0.564 0.428
H -2.259 -3.662 -0.648 0.047
H -3.728 -2.908 -1.201 0.446
H -3.711 -3.739 1.205 0.292
H -4.435 -2.169 0.938 0.409
H -1.539 -2.661 1.913 -0.077
H -2.377 -1.068 1.818 0.174
H -3.923 -1.986 3.409 0.247
H -2.395 -2.044 4.007 0.261
C 3.220 2.838 -1.453 -0.288
C 3.819 2.776 -0.201 -0.174
C 4.707 3.769 0.194 -0.591
C 4.988 4.829 -0.661 -0.376
C 4.384 4.892 -1.911 -0.424
C 3.503 3.894 -2.309 -0.573
H 2.529 2.063 -1.763 0.425
H 3.595 1.953 0.468 0.408
H 5.179 3.718 1.167 0.404
H 5.676 5.605 -0.352 0.382
H 4.600 5.719 -2.575 0.396
H 3.036 3.941 -3.284 0.402
C -3.503 -8.296 -3.485 -0.411
C -2.896 -8.313 -2.236 -0.334
C -2.035 -7.287 -1.867 -0.500
C -1.787 -6.240 -2.746 -0.182
C -2.397 -6.221 -3.994 -0.503
C -3.252 -7.251 -4.365 -0.321
H -4.172 -9.097 -3.773 0.358
H -3.094 -9.126 -1.549 0.362
H -1.557 -7.304 -0.896 0.365
H -1.119 -5.438 -2.457 0.451
H -2.205 -5.403 -4.678 0.358
H -3.723 -7.238 -5.340 0.359
C 0.490 4.383 3.845 -0.498
C 0.340 4.030 5.180 -0.405
C 0.350 2.692 5.551 -0.418
C 0.518 1.705 4.587 -0.574
C 0.671 2.057 3.251 0.041
C 0.653 3.396 2.880 -0.558
H 0.479 5.427 3.555 0.388
H 0.216 4.800 5.932 0.358
H 0.227 2.417 6.591 0.369
H 0.530 0.662 4.877 0.395
H 0.803 1.288 2.498 0.511
H 0.767 3.672 1.838 0.520
C 0.783 6.232 -1.269 -0.506
C 0.105 5.033 -1.447 -0.073
C -1.058 4.997 -2.206 -0.371
C -1.538 6.159 -2.797 -0.413
C -0.858 7.358 -2.622 -0.414
C 0.300 7.395 -1.855 -0.440
H 1.688 6.260 -0.675 0.408
H 0.484 4.125 -0.992 0.327
H -1.589 4.062 -2.339 0.379
H -2.442 6.130 -3.392 0.365
H -1.232 8.264 -3.083 0.356
H 0.827 8.331 -1.715 0.363
```